113
Properties=species:S:1:pos:R:3:forces:R:3 method="wB97M-V/def2-TZVPD" lumo_energy_ev=0.78 homo_lumo_gap_ev=3.9 mol_weight_g_mol=1202.0 charge=-1
C 0.203865 -5.489836 -0.516633 -0.5 0.4 -0.8
O -0.076898 -4.725651 0.687356 1.6 -0.6 -0.5
C 1.092662 -3.876680 0.941563 -0.3 0.4 0.2
C 1.127374 -3.286805 2.430640 -0.2 0.1 0.3
C 2.600892 -2.763771 2.875071 -0.6 0.3 -0.8
C 3.708157 -3.937825 2.869838 0.8 0.4 -0.3
C 5.063386 -3.529091 2.059568 0.2 0.2 0.5
C 4.772382 -3.026450 0.559445 0.0 0.0 0.5
C 5.640764 -3.749294 -0.578306 0.4 0.9 -0.3
C 4.936641 -3.675888 -2.052537 -1.5 0.0 1.1
C 4.002477 -2.360631 -2.200610 -1.2 3.5 -0.5
C 4.641698 -0.946181 -1.980336 -3.4 -0.8 -0.7
C 3.811232 0.383095 -2.066819 -0.4 -3.8 -0.6
S 4.762619 1.951056 -1.782316 -0.3 -1.3 -0.3
C 6.257302 1.739072 -2.905076 -0.3 0.0 -1.0
C 7.228406 3.006765 -2.827918 1.6 2.1 -3.6
O 7.635195 3.507711 -3.917448 -1.9 -2.2 4.4
O 7.641817 3.661834 -1.635939 -0.2 -1.8 -0.9
C 8.585242 2.871339 -0.868530 0.4 -1.5 0.2
C 8.037781 2.485350 0.624443 1.5 -1.2 -0.2
C 9.000513 3.030221 1.798135 0.4 0.8 -1.7
O 6.632037 2.785464 0.807739 0.8 2.2 1.2
C 6.405023 4.114262 1.253169 0.4 2.9 0.0
O 6.943919 5.153531 0.814111 -1.3 -4.2 1.3
C 5.282912 4.290039 2.414567 -0.2 -2.1 -1.7
S 3.772248 4.989811 1.518845 0.0 -0.4 0.0
C 2.283174 0.324138 -2.375804 2.6 -2.3 0.2
C 1.646045 -1.089945 -2.633779 2.9 1.3 1.1
C 2.491733 -2.387126 -2.549768 1.2 2.5 0.6
S -0.177759 -1.051899 -3.052113 0.9 0.9 1.4
C -0.782986 0.313008 -1.923666 0.6 3.0 1.7
C 0.221437 1.500546 -1.737733 -3.7 0.5 2.2
C -0.206127 2.661629 -0.764016 -2.1 -2.5 -0.2
C -1.564256 2.673245 0.000788 0.7 -2.2 -2.1
C -1.949683 3.835369 1.002543 0.2 1.9 -0.6
I -2.642065 3.258197 3.016319 0.5 -0.2 -1.6
C -1.865565 5.228536 0.738305 0.5 -2.8 -1.0
C -1.337652 5.754826 -0.699953 0.0 0.7 0.5
I -2.411939 6.718011 2.266849 0.6 -0.9 -1.6
C -2.526937 1.466176 -0.279632 1.6 0.3 -0.6
F -3.795571 1.500826 0.393676 3.4 -0.3 -1.9
C -2.169332 0.292299 -1.215506 1.8 1.8 0.5
C -3.116269 -0.968782 -1.512763 0.6 -0.2 -0.5
C -2.517455 -2.298564 -0.803387 2.4 3.0 3.3
O -1.771464 -2.136450 0.181441 -3.0 -1.5 -3.9
I -3.070203 -4.196662 -1.704674 0.1 0.7 0.4
N 1.529021 1.585336 -2.413263 -1.2 -2.3 1.4
H -0.644420 -6.209047 -0.785023 1.0 1.1 0.8
H 1.168061 -6.102512 -0.454002 -1.1 0.9 0.1
H 0.262933 -4.733440 -1.391617 0.2 -1.2 1.1
H 2.015871 -4.526302 0.720888 -1.1 1.2 0.3
H 0.986109 -2.980496 0.221476 0.6 -1.3 0.9
H 0.392197 -2.399172 2.452288 1.1 -1.4 0.1
H 0.768584 -4.058416 3.205941 0.5 1.0 -1.3
H 2.846871 -1.905991 2.134253 0.0 -1.5 1.1
H 2.544624 -2.241138 3.906636 0.0 -1.1 -1.6
H 3.342012 -4.903498 2.358685 0.2 1.5 1.0
H 3.989478 -4.150083 3.967001 -0.4 0.0 -1.8
H 5.592928 -2.692695 2.659136 -0.8 -1.2 -1.0
H 5.815551 -4.406576 2.036077 -1.3 1.2 0.1
H 5.001806 -1.902999 0.532541 -0.6 -1.6 -0.1
H 3.648366 -3.154827 0.373452 1.7 0.2 0.0
H 6.630144 -3.154752 -0.683270 -1.4 -1.1 0.4
H 5.901711 -4.837594 -0.282755 -0.5 1.8 -0.6
H 4.198778 -4.567834 -2.063937 1.3 1.3 -0.4
H 5.719655 -3.754972 -2.884145 -1.3 0.1 1.2
H 5.764647 -0.943373 -1.721310 -2.0 0.3 -0.4
H 6.794916 0.741206 -2.761434 -0.6 1.5 0.2
H 5.836964 1.713529 -3.982450 1.0 0.2 1.8
H 9.639653 3.344404 -0.807829 -1.9 -0.2 -0.1
H 8.743065 1.883817 -1.455740 -0.2 1.4 1.1
H 8.124563 1.331039 0.668230 -0.6 1.9 0.0
H 9.166107 4.154291 1.574050 -0.4 -1.7 0.8
H 8.603711 2.846798 2.850147 0.5 0.2 -1.5
H 10.038328 2.546420 1.626113 -1.8 0.6 0.5
H 5.608931 5.004482 3.237589 -0.5 -0.9 -1.4
H 4.937095 3.261703 2.798985 0.9 1.7 -0.3
H 3.328253 3.938991 0.693952 0.9 0.7 1.1
H 1.968568 -3.387065 -2.757883 0.8 1.7 0.4
H 0.494193 3.537918 -0.572231 -1.0 -1.4 -0.3
H -1.778272 6.795799 -0.945859 0.6 -1.8 0.5
H -0.189369 5.894653 -0.710404 -1.8 -0.3 0.3
H -1.586879 5.029014 -1.546519 0.2 0.9 1.4
H -3.099248 -1.201139 -2.646546 -0.2 0.6 1.8
H -4.194944 -0.826107 -1.163958 1.5 -0.1 -0.4
H 2.055195 2.374962 -2.013689 -0.1 -0.7 -0.5
C -11.553849 -1.696717 -1.051639 -0.2 0.2 -0.2
Si -10.386011 -0.368779 -0.377767 2.0 -1.8 1.4
C -11.426351 0.772938 0.695928 -0.5 0.3 -0.3
C -9.761106 0.606766 -1.859725 -0.4 0.3 -0.4
N -9.119060 -1.145238 0.497923 0.0 1.7 -0.1
Si -7.863215 -0.238304 1.256857 -2.0 -2.0 -1.1
C -8.501992 0.925558 2.588852 0.4 0.4 0.3
C -6.835494 0.755216 0.035005 0.5 0.4 0.3
C -6.682238 -1.448271 2.106141 0.3 0.4 0.1
H -12.370800 -1.231281 -1.612917 -0.1 -0.1 -0.1
H -11.019369 -2.376516 -1.722733 0.0 0.0 0.1
H -11.986344 -2.280745 -0.234415 0.1 0.0 0.0
H -12.338007 1.066405 0.163469 -0.1 0.1 0.1
H -10.890044 1.689814 0.949859 0.0 0.0 0.0
H -11.723886 0.272838 1.621391 0.1 0.0 0.0
H -9.072795 0.004927 -2.459023 0.0 0.0 0.1
H -9.251216 1.522966 -1.555290 0.0 0.0 0.0
H -10.599745 0.898843 -2.502006 0.0 0.1 -0.1
H -9.021255 1.785193 2.160181 0.0 0.0 0.0
H -7.667723 1.313441 3.184608 0.0 0.1 0.1
H -9.184824 0.405297 3.265454 0.0 0.0 -0.1
H -6.528630 0.134221 -0.811512 -0.1 0.0 0.0
H -5.930354 1.131780 0.521963 -0.1 0.0 -0.1
H -7.382987 1.620054 -0.345253 0.0 0.0 -0.1
H -6.238286 -2.132450 1.378472 -0.1 0.0 0.0
H -7.206487 -2.032973 2.865818 0.0 0.0 -0.1
H -5.870462 -0.898143 2.597633 0.1 -0.1 0.1